1.
63
Properties=species:S:1:pos:R:3:forces:R:3:lowdin_charge:R:1 method="wB97M-V/def2-TZVPD" charge=-2 molar_mass_g_mol=714.29 gap_ev=5.5 relative_energy_ev=0.244 energy_ev=-96113.73718 e_lumo_ha=0.1568
Ti 2.864 0.376 -0.519 1.109 0.296 0.135 0.642
O 0.015 -0.487 -3.656 -0.012 -0.002 0.004 0.009
C 0.847 -0.655 -2.761 0.006 0.013 0.036 -0.610
O 1.159 0.185 -1.856 0.046 0.058 0.073 -0.162
C 1.511 -2.033 -2.617 -0.020 0.004 0.013 -0.093
C 1.365 -2.465 -1.149 -0.048 0.022 0.016 -0.245
C 1.619 -3.965 -0.989 -0.003 -0.006 0.016 -0.092
C 3.157 -4.037 -1.163 0.000 0.002 0.020 -0.096
C 3.507 -2.567 -1.400 -0.034 -0.010 0.007 -0.247
O 2.551 -1.898 -0.555 -0.030 0.235 0.143 -0.159
C 3.065 -2.114 -2.801 0.059 -0.013 0.012 -0.095
C 3.813 -0.824 -3.176 -0.068 -0.013 -0.088 -0.583
O 4.352 -0.758 -4.275 -0.010 0.026 0.018 0.028
O 3.884 0.070 -2.255 -0.306 -0.112 0.365 -0.160
H 1.008 -2.720 -3.299 -0.007 0.004 0.002 0.142
H 0.495 -2.067 -0.634 0.006 -0.027 0.008 0.137
H 1.316 -4.300 0.003 0.001 0.025 0.002 0.110
H 1.074 -4.543 -1.736 -0.003 -0.001 -0.002 0.108
H 3.639 -4.395 -0.253 0.003 -0.011 -0.004 0.109
H 3.471 -4.668 -1.995 0.003 0.007 -0.010 0.107
H 4.503 -2.251 -1.104 0.008 -0.014 -0.007 0.151
H 3.315 -2.852 -3.562 0.022 0.006 0.002 0.141
O 2.379 -0.023 3.497 0.065 -0.067 -0.031 -0.320
S 1.422 -0.183 2.429 -0.038 0.002 -0.002 0.464
O 1.089 -1.540 2.062 -0.044 -0.008 0.018 -0.317
O 1.737 0.679 1.252 -0.057 -0.493 -0.398 -0.470
C -0.102 0.533 3.066 0.039 0.029 0.068 -0.243
C -0.118 0.811 4.428 0.038 0.072 -0.004 -0.065
C -1.254 1.326 5.030 -0.032 0.008 -0.022 -0.094
C -2.383 1.571 4.263 0.009 0.006 0.035 -0.095
C -2.365 1.291 2.907 0.024 -0.029 -0.032 -0.098
C -1.234 0.763 2.280 -0.072 -0.072 0.003 -0.331
P -1.248 0.365 0.469 0.050 0.075 -0.067 1.160
C -1.103 2.042 -0.251 0.046 -0.024 -0.001 -0.375
C -0.969 3.203 0.502 -0.051 0.051 -0.005 -0.096
C -0.817 4.434 -0.122 -0.040 -0.002 0.011 -0.125
C -0.797 4.515 -1.505 -0.040 -0.018 -0.012 -0.133
C -0.911 3.358 -2.263 -0.031 0.023 0.006 -0.094
C -1.049 2.127 -1.644 -0.042 -0.028 -0.008 -0.114
C -3.063 0.049 0.299 0.000 -0.006 -0.021 -0.372
C -3.532 -1.167 0.802 0.013 -0.024 0.011 -0.110
C -4.868 -1.518 0.704 -0.005 -0.001 0.008 -0.106
C -5.768 -0.665 0.076 0.012 0.005 -0.004 -0.120
C -5.312 0.536 -0.447 -0.017 0.006 -0.003 -0.101
C -3.973 0.892 -0.333 0.035 -0.008 0.023 -0.085
H 0.783 0.630 4.997 -0.001 -0.016 -0.018 0.102
H -1.252 1.542 6.092 -0.006 -0.001 0.001 0.093
H -3.278 1.984 4.715 0.001 -0.001 0.000 0.093
H -3.250 1.489 2.315 -0.003 0.004 0.003 0.102
H -0.954 3.155 1.583 0.009 0.005 -0.001 0.097
H -0.679 5.324 0.479 0.008 0.000 -0.003 0.094
H -0.645 5.472 -1.990 0.008 -0.007 0.001 0.092
H -0.842 3.401 -3.343 0.010 0.003 0.005 0.104
H -1.064 1.230 -2.253 -0.003 0.000 0.014 0.088
H -2.831 -1.843 1.282 0.003 0.006 -0.008 0.106
H -5.208 -2.464 1.110 0.001 0.000 0.000 0.092
H -6.812 -0.941 -0.013 -0.002 0.004 -0.002 0.087
H -6.002 1.207 -0.946 -0.004 -0.002 0.001 0.093
H -3.631 1.836 -0.739 0.025 0.025 -0.016 0.099
I 2.815 3.231 -0.872 0.056 -0.158 0.043 0.046
C 4.504 0.163 0.419 -0.634 0.149 -0.360 -0.205
H 4.598 0.134 1.509 -0.055 0.062 0.002 -0.045
H 5.458 0.017 -0.093 0.006 -0.058 0.004 -0.042

2.
56
Properties=species:S:1:pos:R:3:forces:R:3:lowdin_charge:R:1 method="wB97M-V/def2-TZVPD" molar_mass_g_mol=420.52 smiles="COC(=C1N(C)c2ccccc2N1C)c1ccccc1.N#CC(C#N)=Cc1ccccc1" gap_ev=4.8 relative_energy_ev=4.099 energy_ev=-36393.34008 e_lumo_ha=-0.0405
C -2.514 -0.356 1.890 -0.918 -0.763 -0.155 0.023
C -2.882 -1.359 1.033 0.391 0.882 0.684 -0.221
C -2.912 -1.175 -0.378 -0.219 0.747 -2.930 -0.184
N -2.961 -1.024 -1.537 0.165 -0.344 2.446 0.181
C -3.345 -2.644 1.456 -0.928 -2.884 1.017 -0.191
N -3.758 -3.694 1.781 1.011 2.595 -0.865 0.185
C -2.413 -0.565 3.331 0.237 0.012 1.265 -0.222
C -1.984 -1.805 3.854 -0.141 0.268 -0.033 -0.039
C -2.046 -2.067 5.222 -0.102 0.101 0.110 -0.063
C -2.524 -1.096 6.112 0.186 0.197 -0.371 -0.071
C -2.799 0.196 5.632 0.063 -0.198 -0.137 -0.075
C -2.722 0.466 4.262 -0.024 -0.385 -0.446 -0.027
H -2.449 0.660 1.509 0.319 -0.288 -0.167 0.128
H -1.590 -2.557 3.170 -0.153 0.137 0.295 0.113
H -1.722 -3.041 5.601 -0.175 0.358 -0.175 0.112
H -2.642 -1.331 7.176 0.149 0.158 -0.475 0.109
H -3.066 0.992 6.336 0.045 -0.325 -0.357 0.108
H -2.923 1.471 3.875 -0.056 -0.352 0.228 0.117
C 0.211 0.981 1.912 -0.002 0.070 -1.160 -0.042
O -0.120 1.076 0.502 -1.875 1.072 2.512 -0.137
C 0.687 0.473 -0.373 1.483 0.335 -4.154 -0.244
C 1.624 -0.551 0.113 0.297 -0.610 0.401 -0.237
C 1.281 -1.920 0.068 0.389 0.846 0.068 -0.034
C 2.217 -2.864 0.482 -0.287 -0.343 -0.003 -0.084
C 3.445 -2.469 1.005 -0.037 0.185 0.206 -0.088
C 3.743 -1.111 1.147 -0.007 0.295 0.110 -0.080
C 2.852 -0.145 0.683 -0.482 -0.490 -0.052 -0.053
C 0.720 0.939 -1.703 0.279 -0.552 3.413 -0.121
N 1.493 0.411 -2.712 0.752 -0.567 -0.799 -0.018
C 2.545 -0.577 -2.626 0.201 -0.119 -0.054 -0.002
C 1.206 1.046 -3.904 0.339 -0.636 -0.444 -0.171
C 0.303 2.057 -3.631 -0.673 0.439 -0.475 -0.159
C -0.250 2.815 -4.664 0.231 -0.300 0.224 -0.019
C 0.121 2.487 -5.981 0.354 -0.298 0.024 -0.103
C 1.046 1.455 -6.240 -0.191 0.365 0.126 -0.102
C 1.624 0.729 -5.188 -0.230 0.264 0.025 -0.021
N 0.053 2.020 -2.262 -0.550 0.536 -0.229 -0.016
C -0.695 3.058 -1.576 0.051 -0.070 -0.027 -0.011
H -0.593 1.529 2.405 0.272 -0.013 0.127 0.079
H 0.200 -0.079 2.229 0.209 0.577 0.019 0.099
H 1.190 1.459 2.092 -0.406 -0.275 0.189 0.096
H 0.287 -2.190 -0.314 0.541 -0.005 0.102 0.123
H 1.958 -3.923 0.418 0.195 0.266 0.031 0.105
H 4.155 -3.212 1.363 -0.157 0.114 -0.123 0.102
H 4.653 -0.785 1.658 -0.154 -0.240 -0.312 0.105
H 3.068 0.932 0.760 -0.018 -0.662 -0.089 0.126
H 3.072 -0.597 -3.587 -0.136 0.064 0.319 0.079
H 3.271 -0.315 -1.847 -0.191 -0.140 -0.213 0.094
H 2.159 -1.585 -2.440 0.056 0.172 0.040 0.097
H -0.961 3.608 -4.435 0.125 -0.202 -0.273 0.098
H -0.322 3.032 -6.817 0.171 -0.158 0.296 0.096
H 1.317 1.203 -7.268 -0.120 0.176 0.313 0.097
H 2.352 -0.070 -5.342 -0.362 0.289 -0.215 0.099
H -0.915 3.849 -2.306 0.135 -0.246 0.307 0.080
H -1.647 2.678 -1.190 0.183 0.062 0.039 0.090
H -0.101 3.484 -0.755 -0.234 -0.120 -0.206 0.095

3.
62
Properties=species:S:1:pos:R:3:forces:R:3:lowdin_charge:R:1 method="wB97M-V/def2-TZVPD" charge=+2 molar_mass_g_mol=656.38 gap_ev=8.3 relative_energy_ev=0.000 energy_ev=-195969.85624 e_lumo_ha=-0.1971
Al -0.089 -0.330 0.367 -0.200 -0.132 0.310 0.158
S -0.739 -1.830 -3.719 -0.043 0.010 -0.008 1.206
C -0.815 -0.103 -3.899 0.006 0.040 -0.095 -0.432
C -0.991 0.639 -5.064 0.011 -0.015 0.045 -0.057
C -0.992 2.014 -4.957 0.004 0.025 0.033 -0.053
C -0.821 2.641 -3.717 -0.003 -0.035 -0.035 -0.052
C -0.650 1.905 -2.562 -0.004 0.016 -0.003 -0.021
C -0.652 0.515 -2.658 -0.010 -0.061 0.106 -0.270
N -0.495 -0.392 -1.611 -0.021 0.010 -0.113 0.060
C -0.515 -1.637 -2.035 0.072 -0.067 0.149 -0.487
C -0.306 -2.720 -1.065 -0.003 0.033 -0.130 -0.238
C -0.417 -4.062 -1.410 0.017 -0.031 0.058 -0.022
C -0.213 -5.023 -0.431 0.001 0.030 -0.008 -0.042
C 0.091 -4.633 0.865 0.000 0.003 -0.006 -0.045
C 0.193 -3.283 1.192 0.029 0.000 -0.019 -0.074
C 0.006 -2.288 0.236 0.002 -0.048 -0.005 -0.119
H -1.121 0.154 -6.021 -0.002 -0.018 -0.033 0.122
H -1.127 2.615 -5.845 -0.003 0.018 -0.017 0.119
H -0.827 3.720 -3.665 -0.002 0.040 -0.005 0.115
H -0.523 2.393 -1.605 0.002 -0.016 -0.012 0.061
H -0.662 -4.363 -2.420 -0.003 -0.003 -0.033 0.110
H -0.293 -6.072 -0.680 -0.002 -0.020 0.000 0.119
H 0.249 -5.385 1.627 0.002 -0.009 0.008 0.117
H 0.427 -3.024 2.219 -0.001 0.025 0.027 0.097
O -6.066 0.814 1.104 0.056 -0.062 -0.010 0.148
C -4.778 0.524 0.987 -0.136 0.110 0.024 -0.276
C -4.276 -0.765 0.793 0.077 0.004 -0.009 0.056
C -2.920 -0.929 0.677 -0.053 -0.100 -0.027 -0.047
N -2.037 0.089 0.751 0.189 0.223 -0.045 -0.004
C -2.545 1.313 0.950 -0.062 0.153 0.016 -0.662
Br -1.314 2.735 1.104 -0.008 -0.050 0.024 0.944
C -3.881 1.592 1.072 0.077 -0.105 -0.010 0.001
H -6.628 0.031 1.037 -0.015 0.015 0.003 0.145
H -4.929 -1.624 0.730 -0.019 -0.021 -0.005 0.138
H -2.494 -1.911 0.518 0.030 -0.024 0.002 0.128
H -4.238 2.598 1.230 -0.020 0.025 0.005 0.134
Br 3.918 -1.160 4.237 0.062 -0.008 0.007 0.851
C 2.132 -0.672 3.962 -0.065 0.005 0.017 -0.658
C 1.277 -0.423 5.028 0.032 0.009 -0.038 -0.052
C -0.032 -0.074 4.747 -0.024 0.012 -0.040 -0.002
C -0.440 0.018 3.429 -0.029 0.016 0.010 -0.082
N 0.385 -0.214 2.402 0.007 -0.044 -0.083 0.038
C 1.651 -0.563 2.672 0.044 -0.032 0.045 -0.172
H 1.629 -0.501 6.047 0.010 -0.012 0.011 0.126
H -0.736 0.126 5.542 -0.008 0.004 0.010 0.128
H -1.457 0.289 3.185 -0.032 -0.007 0.004 0.109
H 2.300 -0.775 1.832 -0.030 -0.022 -0.011 0.120
C 4.283 2.584 -0.807 -0.026 -0.008 -0.039 0.009
N 3.156 1.648 -0.883 -0.056 -0.024 0.064 -0.090
C 3.121 0.766 -2.052 -0.026 0.024 0.014 0.030
C 2.266 1.573 0.076 -0.082 -0.022 0.002 -0.378
C 2.366 2.481 1.261 0.024 -0.018 -0.011 0.031
O 1.319 0.724 -0.001 0.154 0.122 -0.163 0.012
H 4.748 2.627 -1.787 0.018 0.014 0.022 0.104
H 5.020 2.242 -0.081 0.020 0.014 0.000 0.112
H 3.939 3.581 -0.543 0.031 0.009 0.005 0.101
H 3.136 1.381 -2.950 -0.004 -0.030 -0.010 0.111
H 2.219 0.164 -2.036 0.020 -0.003 -0.004 0.082
H 4.000 0.122 -2.039 -0.001 -0.005 -0.025 0.115
H 3.346 2.392 1.730 0.009 0.004 0.019 0.110
H 1.594 2.226 1.979 0.001 0.025 0.009 0.061
H 2.248 3.522 0.956 -0.015 0.015 0.004 0.109